1.
Here is a cluster of 8 separate species, C8H33N5O9 in total at a distorted geometry from OMol25. Energies are from ωB97M-V with the def2-TZVPD basis set.

Geometry as XYZ:
```
55
C8H33N5O9 (ωB97M-V with the def2-TZVPD basis set)
C 0.186 1.802 0.793
O -0.270 2.402 1.995
C -1.302 3.344 1.887
C -2.670 2.809 1.463
N -2.775 2.536 0.041
C -3.955 1.714 -0.273
C -3.972 1.337 -1.736
O -3.909 2.509 -2.501
C -3.902 2.234 -3.885
H 0.909 2.481 0.332
H -0.574 1.451 0.099
H 0.721 0.903 1.100
H -0.997 4.229 1.305
H -1.434 3.754 2.895
H -3.363 3.585 1.831
H -2.845 1.900 2.040
H -2.976 3.407 -0.439
H -4.862 2.321 -0.110
H -4.066 0.823 0.345
H -4.925 0.823 -1.945
H -3.180 0.623 -2.003
H -4.777 1.640 -4.187
H -3.013 1.643 -4.136
H -3.954 3.185 -4.406
N 5.146 -2.104 1.472
C 4.635 -1.214 2.375
N 5.421 -0.935 3.473
O 3.605 -0.570 2.160
H 4.679 -2.086 0.583
H 5.956 -2.657 1.668
H 6.167 -1.572 3.690
H 4.951 -0.464 4.225
N -1.765 -3.449 -2.553
C -0.894 -2.975 -1.599
N -0.262 -1.795 -1.901
O -0.598 -3.669 -0.628
H -1.987 -4.423 -2.458
H -1.904 -2.983 -3.429
H -0.632 -1.183 -2.606
H 0.284 -1.389 -1.144
O 3.335 -0.761 -2.402
H 3.173 -1.172 -3.255
H 2.550 -0.959 -1.869
O 0.774 -3.746 1.720
H 1.514 -4.299 1.457
H 0.165 -3.755 0.954
O 0.212 -2.141 4.025
H 0.864 -1.449 3.861
H 0.350 -2.766 3.296
O 3.382 1.895 -1.021
H 3.738 1.178 -1.563
H 3.247 1.508 -0.150
O 1.854 -1.066 -0.003
H 1.324 -1.633 0.576
H 2.619 -0.818 0.542
```

Values from the calculation:
- E_LUMO: 0.25 eV
- Total energy: -34710.6973 eV
- Energy above the lowest of the compared OMol25 structures with the same formula, charge and spin: 72.68 kJ/mol
- Net charge: 0
- HOMO: -8.50 eV



2.
Here is a cluster of 12 separate species, C8H34O11 in total at a distorted geometry from OMol25. Energies are from ωB97M-V with the def2-TZVPD basis set.

Geometry as XYZ:
```
53
C8H34O11 (ωB97M-V with the def2-TZVPD basis set)
C -2.279 1.023 2.861
C -1.086 1.535 2.621
C 0.241 0.856 2.858
C 1.131 0.907 1.813
C 1.027 1.712 0.623
C 2.221 -0.008 2.097
C 2.013 -1.339 2.172
C 3.493 0.703 2.138
H -2.431 -0.121 3.056
H -3.358 1.383 2.805
H -1.142 2.569 2.588
H 0.366 0.288 3.750
H -0.003 1.644 0.346
H 1.630 1.296 -0.291
H 1.432 2.819 0.673
H 0.995 -1.766 2.079
H 2.893 -1.872 2.192
H 3.601 1.506 1.502
H 3.428 1.342 3.001
H 4.277 0.034 1.873
O -4.856 0.084 -1.568
H -5.348 -0.606 -0.869
H -4.839 -0.630 -2.194
O 0.631 -3.000 -2.967
H 1.144 -2.577 -2.280
H 0.110 -3.671 -2.463
O -1.898 2.342 -3.178
H -1.674 1.741 -2.471
H -2.747 2.103 -3.534
O 1.351 1.125 -2.802
H 1.426 0.692 -3.658
H 1.891 1.924 -2.800
O -0.357 -2.161 4.366
H -0.374 -1.472 4.955
H -0.324 -3.059 4.869
O 0.664 4.767 -1.552
H 1.150 5.142 -0.862
H 0.130 4.044 -1.394
O 1.964 -1.827 -1.125
H 2.914 -2.050 -1.424
H 1.736 -0.958 -1.449
O -1.890 -3.789 -0.929
H -2.769 -4.074 -0.863
H -1.503 -3.737 -0.073
O -2.945 -1.847 -2.437
H -2.637 -1.021 -2.997
H -2.471 -1.813 -1.652
O 1.073 3.063 -4.268
H 0.241 2.914 -3.962
H 1.455 3.854 -3.686
O -0.206 -3.368 1.314
H 0.666 -3.502 0.904
H -0.154 -3.146 2.291
```

Values from the calculation:
- E_LUMO: 0.16 eV
- Total energy: -31364.6892 eV
- Energy above the lowest of the compared OMol25 structures with the same formula, charge and spin: 420.58 kJ/mol
- Net charge: 0
- HOMO: -8.64 eV



3.
Here is a cluster of 9 separate species, C8H34O9 in total at a distorted geometry from OMol25. Energies are from ωB97M-V with the def2-TZVPD basis set.

Geometry as XYZ:
```
51
C8H34O9 (ωB97M-V with the def2-TZVPD basis set)
C 2.804 -3.326 -2.893
O 1.925 -3.823 -1.866
H 2.478 -3.634 -3.883
H 2.751 -2.240 -2.793
H 3.813 -3.688 -2.688
H 2.305 -3.618 -1.010
C 5.599 -5.707 -4.649
O 5.702 -6.190 -3.321
H 5.745 -4.627 -4.624
H 6.365 -6.106 -5.319
H 4.611 -5.912 -5.063
H 5.509 -7.131 -3.369
C -1.769 -8.358 -5.288
O -1.673 -7.508 -4.189
H -2.683 -8.228 -5.871
H -0.997 -8.162 -6.042
H -1.701 -9.423 -5.048
H -0.762 -7.411 -3.883
C 1.317 -12.119 -4.028
O 0.462 -13.148 -4.516
H 2.156 -11.973 -4.709
H 0.822 -11.167 -3.842
H 1.719 -12.359 -3.038
H 1.019 -13.835 -4.888
C 2.417 -7.548 -7.602
O 3.753 -7.623 -7.118
H 2.229 -6.730 -8.300
H 2.209 -8.505 -8.086
H 1.723 -7.426 -6.771
H 4.373 -7.409 -7.818
C 4.096 -6.534 -0.186
O 3.875 -7.911 -0.484
H 5.179 -6.443 -0.100
H 3.702 -5.827 -0.919
H 3.596 -6.260 0.741
H 4.338 -8.196 -1.275
C 1.969 -6.697 -3.650
O 1.045 -7.773 -3.466
H 1.398 -5.796 -3.864
H 2.550 -6.581 -2.733
H 2.694 -6.893 -4.444
H 1.462 -8.430 -2.887
C -1.698 -4.624 -5.968
O -1.501 -3.410 -6.666
H -2.407 -4.496 -5.150
H -2.050 -5.404 -6.641
H -0.721 -4.967 -5.614
H -1.158 -2.764 -6.045
O 1.855 -9.601 -1.562
H 2.248 -8.900 -1.019
H 1.692 -10.323 -0.949
```

Values from the calculation:
- E_LUMO: 0.29 eV
- Total energy: -27271.0472 eV
- Energy above the lowest of the compared OMol25 structures with the same formula, charge and spin: 352.79 kJ/mol
- Net charge: 0
- HOMO: -9.50 eV



4.
Here is a cluster of 11 separate species, C8H38NO10 in total at a distorted geometry from OMol25. Energies are from ωB97M-V with the def2-TZVPD basis set.

Geometry as XYZ:
```
57
C8H38NO10 (ωB97M-V with the def2-TZVPD basis set)
N -13.859 -39.152 22.068
H -14.313 -39.341 22.963
H -13.306 -39.993 21.673
H -13.187 -38.383 22.174
H -14.606 -38.906 21.373
O -15.750 -38.637 20.273
H -16.342 -38.397 19.557
O -12.697 -41.178 20.770
H -12.900 -41.894 21.377
C -9.921 -39.417 21.641
O -10.879 -40.066 22.451
H -9.382 -40.155 21.042
H -10.473 -38.745 20.967
H -9.269 -38.785 22.242
H -11.425 -40.702 21.900
C -11.271 -36.709 23.464
O -12.546 -36.808 22.851
H -10.868 -37.694 23.703
H -10.538 -36.255 22.791
H -11.350 -36.146 24.396
H -13.061 -36.019 23.032
C -16.121 -42.791 23.379
O -16.336 -41.814 22.372
H -15.166 -43.292 23.222
H -16.045 -42.283 24.351
H -16.951 -43.505 23.399
H -16.928 -41.165 22.796
C -11.115 -39.230 18.070
O -12.335 -39.803 18.477
H -10.838 -38.357 18.679
H -10.321 -39.977 18.190
H -11.225 -38.896 17.039
H -12.236 -40.190 19.376
C -16.605 -36.506 22.767
O -17.407 -37.463 22.104
H -15.627 -36.942 22.992
H -16.565 -35.548 22.240
H -17.054 -36.220 23.729
H -16.808 -37.844 21.388
C -19.063 -39.718 24.193
O -17.814 -39.809 23.556
H -19.617 -40.643 24.029
H -18.948 -39.614 25.281
H -19.620 -38.855 23.822
H -17.483 -38.934 23.256
C -13.772 -36.109 19.181
O -15.075 -36.067 19.731
H -13.038 -36.644 19.790
H -13.837 -36.572 18.190
H -13.433 -35.074 19.063
H -15.296 -37.008 20.001
C -13.692 -39.431 25.442
O -14.908 -39.605 24.711
H -13.952 -39.020 26.424
H -13.135 -40.367 25.533
H -13.048 -38.711 24.940
H -15.357 -40.349 25.123
```

Values from the calculation:
- E_LUMO: 2.57 eV
- Total energy: -30875.6880 eV
- Energy above the lowest of the compared OMol25 structures with the same formula, charge and spin: 0.00 kJ/mol
- Net charge: -1
- HOMO: -5.27 eV



5.
Here is a structure of composition C8H3ClCrN5O9 at a distorted geometry from OMol25. Energies are from ωB97M-V with the def2-TZVPD basis set.

Geometry as XYZ:
```
27
C8H3ClCrN5O9 (ωB97M-V with the def2-TZVPD basis set)
Cr -8.107 -1.396 -7.088
O -9.458 0.919 -12.025
C -9.891 1.750 -11.047
O -10.613 2.668 -11.278
C -9.434 1.400 -9.693
C -9.583 2.228 -8.596
N -9.037 1.590 -7.546
N -8.583 0.378 -7.894
C -8.819 0.262 -9.208
C -8.327 -1.021 -9.824
O -8.307 -1.190 -11.026
O -7.961 -1.896 -8.913
H -8.921 0.143 -11.655
H -10.009 3.219 -8.450
H -8.844 1.921 -6.607
O -7.223 -2.507 -3.803
Cl -6.713 -1.813 -4.899
O -5.391 -1.368 -4.751
O -6.837 -2.699 -6.156
O -7.562 -0.677 -5.260
O -9.881 -1.699 -6.759
N -10.625 -0.792 -6.143
C -11.690 -1.274 -5.646
C -12.123 -2.672 -5.847
N -12.218 -3.808 -5.970
C -12.502 -0.462 -4.718
N -13.085 0.228 -4.023
```

Values from the calculation:
- E_LUMO (alpha / beta): -2.23 / -1.76 eV
- Spin multiplicity: 4
- ⟨S²⟩: 3.781
- Total energy: -75157.7445 eV
- Energy above the lowest of the compared OMol25 structures with the same formula, charge and spin: 0.00 kJ/mol
- Net charge: 0
- HOMO (alpha / beta): -10.86 / -11.22 eV